No. 1
Computed, not measured: a molecular structure, C28H39As2MgN6OS, with ωB97M-V with the def2-TZVPD basis set.

Each line ends with the Mulliken charge.
CARTESIAN COORDINATES (ANGSTROEM)
C 2.055 2.919 0.262  -1.263
H 1.435 -5.126 1.177  0.472
H 2.220 -1.807 -4.569  0.418
S -0.193 -0.652 3.399  -0.654
H -1.144 2.963 1.005  0.421
Mg -0.096 -0.636 0.938  0.843
H -2.284 1.904 4.752  0.248
C -1.138 -2.109 -1.657  -0.053
H -5.888 3.739 1.213  0.420
As 0.586 1.804 -0.383  0.987
C -2.572 -0.565 -0.717  0.570
N -1.979 0.336 1.348  1.267
H -1.045 0.916 5.453  0.231
H 4.309 -0.919 -1.194  0.484
C 1.578 1.209 -4.458  -0.495
H -4.252 0.043 -1.892  0.600
C -1.381 0.621 3.470  0.446
H 2.467 -3.194 4.113  0.411
N -2.195 1.008 2.508  -1.224
C -3.373 -0.583 -1.850  -0.860
C 0.367 3.153 -2.926  -0.740
C -0.863 3.061 -0.044  -1.861
H 5.452 -1.668 2.665  0.394
C 1.446 0.998 -3.087  0.202
C -1.906 -2.209 -2.804  -0.924
H -7.849 2.246 1.022  0.410
C 2.946 -1.501 -3.818  -1.469
H 3.434 0.421 -0.456  -0.392
H 0.143 4.259 -4.748  0.421
C -6.850 1.845 0.912  -0.444
C 3.686 -0.048 -1.403  -0.626
H 1.411 -3.715 0.110  0.109
C 3.472 -0.017 2.564  -0.937
C 0.507 3.348 -4.291  -0.902
H 1.904 3.111 1.324  0.436
H -0.549 4.085 -0.238  0.748
C 0.821 1.987 -2.314  -0.204
H 3.456 -2.393 -3.455  0.407
H 4.302 0.356 1.959  0.356
H 3.681 -0.834 -4.267  0.420
C 1.237 -4.056 1.127  -0.947
H 2.055 3.862 -0.282  0.421
H -5.249 -1.078 0.334  0.538
H 1.225 -4.345 3.644  0.408
C 4.551 -2.181 3.004  -1.199
H 3.635 0.278 3.601  0.430
H 0.188 -3.884 1.394  0.305
C -4.468 2.172 0.888  -0.012
H 1.229 2.505 -6.127  0.407
O 1.703 -1.426 0.976  0.315
H -3.645 -1.435 -3.798  0.474
C 1.113 2.369 -5.060  -0.801
H 4.234 0.648 -2.037  0.442
C 2.391 -2.062 1.817  0.068
C -3.031 -1.411 -2.908  -0.682
N -1.445 -1.302 -0.642  -0.145
H -3.611 2.821 0.999  0.422
H -0.111 3.927 -2.340  0.317
H -1.614 -2.886 -3.594  0.479
H 4.571 -3.197 2.621  0.359
H -1.723 2.816 -0.666  0.472
N -1.498 1.285 4.638  -0.420
C -4.279 0.818 0.628  -0.290
H 2.542 0.423 2.221  0.043
N 3.394 -1.466 2.486  0.362
C -5.388 -0.019 0.521  -0.100
C -5.749 2.683 1.018  -0.865
H 2.054 0.463 -5.079  0.378
H -7.523 -0.168 0.598  0.401
C -6.669 0.491 0.670  -0.886
C 2.210 -3.955 3.382  -1.235
H 3.012 2.424 0.119  0.357
H -0.231 -2.688 -1.549  0.331
N 2.140 -3.376 2.042  0.154
H 4.560 -2.205 4.095  0.340
C -2.918 0.250 0.479  0.406
As 2.053 -0.685 -2.280  0.946
H 2.934 -4.769 3.434  0.330

Forces on the atoms, in the same order (eV/Å):
0.0028 -0.0135 0.0356
-0.0046 -0.0004 0.0028
-0.0022 0.0002 -0.0009
0.0562 0.0985 -0.0076
-0.0068 0.0055 -0.0032
-0.1761 0.1183 0.0285
0.0039 0.0062 -0.0053
0.0105 0.0010 -0.0078
-0.0007 -0.0001 -0.0003
0.0392 -0.0320 0.0225
-0.0145 0.0037 -0.0030
0.0463 -0.0547 0.0587
0.0080 0.0073 -0.0022
0.0050 0.0094 0.0050
0.0040 0.0115 -0.0005
-0.0003 -0.0016 -0.0017
0.0304 0.0018 0.0208
0.0044 0.0068 0.0020
-0.0354 -0.0033 -0.0200
-0.0019 0.0015 0.0035
-0.0044 -0.0038 0.0112
-0.0156 -0.0253 0.0224
-0.0006 -0.0001 0.0013
0.0106 0.0119 -0.0052
0.0049 -0.0034 0.0048
-0.0002 0.0000 0.0000
-0.0017 0.0034 -0.0025
0.0046 -0.0066 0.0342
0.0013 0.0006 0.0008
0.0000 -0.0022 -0.0014
0.0109 -0.0335 -0.0024
0.0057 -0.0007 -0.0023
0.0129 0.0196 -0.0523
-0.0001 0.0021 0.0010
0.0076 -0.0015 -0.0003
-0.0003 0.0045 -0.0003
-0.0044 0.0029 -0.0007
0.0004 -0.0001 0.0000
-0.0028 0.0061 -0.0206
-0.0009 0.0008 0.0004
0.0116 0.0033 0.0028
-0.0105 0.0003 -0.0009
-0.0019 -0.0014 0.0000
-0.0007 0.0037 0.0020
-0.0119 -0.0032 0.0086
0.0029 -0.0069 -0.0030
-0.0049 -0.0001 -0.0026
-0.0023 -0.0020 -0.0011
-0.0028 -0.0001 -0.0002
0.0771 0.0044 -0.1819
-0.0011 -0.0016 0.0008
0.0021 -0.0027 0.0024
-0.0085 0.0026 0.0013
-0.0783 -0.0496 0.0649
-0.0007 0.0055 -0.0027
0.1235 -0.0385 -0.0212
0.0044 0.0004 0.0010
-0.0010 0.0064 0.0016
-0.0001 -0.0005 -0.0008
-0.0024 -0.0049 0.0000
0.0009 -0.0056 -0.0023
-0.0254 -0.0286 -0.0026
-0.0010 -0.0050 -0.0044
-0.0092 0.0020 0.0138
-0.0182 -0.0174 0.0049
0.0083 0.0043 0.0035
0.0035 0.0022 0.0008
-0.0022 -0.0096 -0.0007
-0.0001 -0.0008 0.0000
-0.0033 0.0017 -0.0004
0.0170 -0.0112 -0.0072
-0.0140 0.0129 -0.0016
0.0073 0.0070 0.0018
-0.0204 0.0075 0.0193
0.0001 -0.0010 0.0018
-0.0088 0.0085 -0.0150
-0.0260 -0.0244 0.0045
0.0008 0.0013 -0.0023

Its total charge is +1. Its molar mass is 681.9 u. The value obtained for the LUMO energy is -2.7748 eV. The calculation puts the energy relative to the best compared isomer or geometry (same formula, charge and spin) at 0.0 kcal per mole. Its strongest force on any atom is 0.214 eV/Å.

No. 2
Computed, not measured: 14 unconnected molecules or ions with the total composition C6H39N2O13, with ωB97M-V with the def2-TZVPD basis set.

Each line ends with the Mulliken charge.
CARTESIAN COORDINATES (ANGSTROEM)
O -1.945 -0.803 -1.343  -0.359
H 1.437 2.134 1.171  0.212
H -0.047 -2.661 -2.763  0.346
H 2.658 1.589 -1.445  0.282
O 0.640 -3.183 -2.366  -0.602
C -0.623 1.544 0.922  -0.060
H 1.632 0.985 -2.456  0.263
H 3.744 0.381 2.080  0.391
O 4.815 -0.304 0.584  -0.686
H -1.867 -2.318 -4.820  0.269
H 0.852 0.074 1.258  -0.088
H 4.051 1.811 1.926  0.275
N -0.571 -2.105 2.038  -0.349
H 0.631 -2.016 3.727  0.221
H 2.707 0.550 4.537  0.339
H 1.566 0.147 3.751  0.297
H -2.023 -1.650 -0.875  0.297
O -4.010 0.855 -1.191  -0.577
O -0.262 0.549 -3.138  -0.717
C 0.444 2.448 1.495  -1.409
O -3.519 -2.450 0.129  -0.558
H 0.046 1.413 -1.077  0.019
H 4.996 -1.248 0.477  0.300
O -1.587 -1.723 -4.124  -0.641
H -1.557 1.402 -0.980  0.237
H -0.151 -0.493 0.057  -0.287
H -0.184 0.345 -4.071  0.314
H -2.869 -0.473 -1.347  0.311
H 1.910 -1.221 -1.140  0.327
H 4.091 -0.178 -0.051  0.344
H 0.477 2.276 2.572  0.337
H -2.071 0.757 2.918  0.245
O -4.597 3.353 -0.222  -0.616
H -1.629 1.676 1.299  0.570
H 0.296 3.509 1.291  0.450
H -4.419 -2.808 0.158  0.262
H -0.605 -0.254 -2.725  0.292
H -4.967 4.092 -0.705  0.280
H -4.635 3.534 0.729  0.321
H 4.401 2.686 -3.064  0.263
C -0.214 0.053 0.991  0.927
C -1.688 -0.246 3.064  -1.017
H 2.829 -2.427 -1.180  0.228
H 0.416 -3.656 2.842  0.291
H -2.227 -1.454 -3.450  0.285
H 4.831 1.278 -2.536  0.285
C 0.208 -2.590 2.910  -0.271
H -2.073 -0.700 3.960  0.343
O 1.803 0.260 4.680  -0.639
O 3.389 1.253 2.343  -0.658
H -0.863 2.870 -0.708  0.392
H -4.410 1.533 -0.612  0.279
N -0.739 1.874 -0.574  0.180
H -4.505 0.952 -2.011  0.242
O 1.769 1.215 -1.533  -0.625
H 1.000 -3.948 -2.817  0.262
O 2.709 -1.584 -0.733  -0.560
O 4.107 1.918 -2.555  -0.551
H -3.103 -2.786 0.923  0.269
C -0.910 -0.730 2.100  0.221

Forces on the atoms, in the same order (eV/Å):
-0.2192 -0.3019 -0.5111
-0.1058 0.1067 -0.3101
-0.4673 -0.4413 -1.2380
-0.1141 -0.0351 -0.3810
1.1493 0.1691 1.7520
0.3442 -0.6455 -1.8690
0.0571 0.0595 -0.1821
-0.1389 0.2109 0.0440
0.0067 -0.1599 -0.2936
-0.7569 0.0072 0.3597
-0.0197 -0.1547 0.3009
0.0689 0.3715 0.1054
0.2206 0.1825 0.1157
0.1602 0.1840 0.1737
0.4595 0.2930 0.3885
-0.4536 0.0037 0.0707
-0.0709 0.1456 -0.0264
-0.3791 0.2487 -0.0473
0.2991 0.3440 0.1244
0.0013 -0.2821 0.6878
-0.5518 -0.2108 -0.0389
0.4700 1.1907 0.0303
0.0399 0.2435 0.1492
1.1758 0.3959 0.2008
-0.1117 0.0817 0.2489
-0.7564 0.0756 -0.1940
-0.1718 -0.1779 -0.2102
0.4129 0.0496 0.3233
0.1831 -0.0537 0.0549
0.0395 -0.2362 0.1641
-0.1100 0.2654 0.0882
0.2230 0.1763 0.3188
0.3281 -0.4117 0.5487
-0.0036 0.2815 0.2701
-0.1334 -0.0257 0.0668
0.2931 0.1304 -0.1150
-0.2303 -0.0436 -0.0494
-0.1718 0.2625 0.1472
-0.2022 0.2756 -0.4703
0.0961 -0.2850 0.1665
0.4246 0.4586 1.4233
-0.2972 1.2023 -0.6578
-0.1644 -0.0642 0.0059
0.1447 0.0799 0.1299
-0.3485 -0.6199 -0.4775
-0.0129 0.2913 -0.1020
-0.4904 -0.4180 -0.4094
0.1195 -0.7441 -0.1827
-0.0750 -0.2107 -0.5132
0.1139 -0.5584 -0.1077
0.4979 0.1232 -0.3630
0.2580 -0.1132 -0.2293
-0.9926 -1.3056 0.4098
0.0080 -0.0169 -0.0596
-0.1980 -0.1391 0.7414
-0.7648 0.3105 -0.6710
-0.0635 0.1286 -0.1132
0.2652 0.0478 -0.0988
0.2993 -0.0793 0.3394
0.4165 -0.6627 -0.0289

Its total charge is +1. Its molar mass is 347.4 u. The value obtained for the LUMO energy is -2.3421 eV. The calculation puts the energy relative to the best compared isomer or geometry (same formula, charge and spin) at 0.0 kcal per mole. Its strongest force on any atom is 2.102 eV/Å.

No. 3
Computed, not measured: C4H6O in the gas phase, with ωB97M-V with the def2-TZVPD basis set.

Each line ends with the Mulliken charge.
CARTESIAN COORDINATES (ANGSTROEM)
H 0.023 -0.309 -1.502  0.328
H 0.467 2.126 1.401  0.252
H -0.117 2.208 -0.379  0.266
C 0.639 -1.023 -0.936  -0.612
C -0.209 1.795 0.620  -0.434
H 1.690 -0.746 -1.070  0.212
C -0.916 -0.563 0.787  -0.446
C -0.960 0.743 0.820  0.148
O 0.342 -1.036 0.445  -0.346
H -1.665 -1.317 0.998  0.384
H 0.473 -2.030 -1.327  0.248

Forces on the atoms, in the same order (eV/Å):
0.0700 -0.1085 0.2654
-0.2657 0.3788 0.0077
-0.1714 0.3648 0.1685
0.1050 -0.1453 -0.3203
-0.1236 0.0810 0.0179
-0.1628 -0.1221 0.0858
-0.1626 0.0690 0.0770
0.7046 -0.1765 -0.2508
0.0078 -0.5942 0.1374
-0.0591 0.2067 0.0700
0.0576 0.0462 -0.2586

The SMILES is C=C=COC. Its molar mass is 70.1 u. The value obtained for the LUMO energy is 0.8751 eV. The calculation puts the energy relative to the best compared isomer or geometry (same formula, charge and spin) at 60.1 kcal per mole. Its strongest force on any atom is 0.768 eV/Å.

No. 4
Computed, not measured: a molecular structure, C13H19NTi, with ωB97M-V with the def2-TZVPD basis set.

Each line ends with the Mulliken spin population.
CARTESIAN COORDINATES (ANGSTROEM)
H 2.084 2.269 -0.192  -0.008
C 1.131 1.914 -0.580  0.024
H -0.910 0.436 -2.828  -0.018
H 0.688 -1.294 6.335  -0.260
H 1.807 -2.106 0.092  0.028
H 1.760 0.672 -2.349  0.042
H 0.309 2.167 4.937  -0.117
H 1.726 -1.319 4.889  -0.125
C -1.150 1.661 -0.943  0.026
H -2.461 -1.654 -0.013  -0.008
C 1.100 -1.669 -0.623  -0.007
C 0.961 1.073 -1.730  -0.076
C -0.271 -2.212 -0.502  -0.086
C 0.777 1.239 5.286  2.716
C -0.164 2.282 -0.101  0.077
H -0.374 2.946 0.733  -0.051
Ti -0.088 -0.189 0.008  1.829
H -2.227 1.797 -0.881  -0.021
H 0.145 -2.137 4.865  -0.046
H 0.771 1.239 6.384  -0.229
C 0.069 0.064 3.281  -1.078
H -0.358 -3.010 0.251  0.037
C 0.688 -1.259 5.237  2.723
C -0.451 0.928 -1.973  -0.032
C 0.125 0.109 2.060  0.742
H 1.820 1.227 4.946  -0.157
H -1.930 0.968 4.869  -0.157
H -0.604 -2.653 -1.455  0.010
H -1.466 0.050 6.321  -0.302
C -1.426 0.061 5.223  2.929
H 1.480 -1.668 -1.650  0.002
C 0.024 0.025 4.752  -6.367
H -1.976 -0.812 4.851  -0.002
N -1.611 -1.143 -0.163  -0.040

Forces on the atoms, in the same order (eV/Å):
-0.2800 -0.3372 0.1090
-0.6761 -0.2400 -0.6735
0.1462 -0.1178 0.3836
0.0225 -0.0514 -0.1176
-0.1653 0.0185 -0.1768
-0.2348 -0.0077 0.2660
0.0837 -0.1388 0.0185
-0.1477 0.0065 -0.0124
1.2667 0.7749 -0.6259
0.0526 -0.5029 -0.0379
1.1111 -0.8933 0.0466
-0.9587 0.8857 -0.0049
-2.2656 -3.5815 -0.6661
0.1393 0.2165 0.4521
-0.3622 -0.3914 -0.9431
0.0680 -0.4039 -0.0577
-0.5628 4.5245 0.9234
0.3002 -0.2203 0.1477
0.1126 0.1239 -0.0027
0.0263 0.0398 -0.1128
-0.0294 0.1172 -0.1366
0.0152 0.3884 -0.0086
0.1177 -0.2111 0.4844
0.6429 1.2870 0.1675
0.4638 -0.4904 0.9513
-0.1498 0.0121 0.0097
0.0752 -0.1295 -0.0140
0.0023 0.2325 0.2170
-0.0553 -0.0003 -0.1215
-0.2373 0.0143 0.4569
-0.0645 -0.0028 0.1811
-0.0223 0.0243 -0.7442
0.0601 0.1521 -0.0083
1.5055 -1.0979 -0.3499

As for the expectation value of S²: 2.007. Its total charge is -2. Its molar mass is 237.2 u. As for the spin multiplicity: 3. The value obtained for the LUMO energy (spin up / spin down) is 4.9305 / 5.2227 eV. The calculation puts the energy relative to the best compared isomer or geometry (same formula, charge and spin) at 15.5 kcal per mole. Its strongest force on any atom is 4.652 eV/Å.

No. 5
Computed, not measured: a molecular structure, C4HLi2O, with ωB97M-V with the def2-TZVPD basis set.

Each line ends with the Mulliken spin population.
CARTESIAN COORDINATES (ANGSTROEM)
C 0.707 0.142 0.421  0.744
C 3.243 0.328 0.717  0.381
C -0.388 0.428 -0.301  -0.239
Li -2.527 -0.989 -1.553  0.014
C 2.043 -0.050 0.528  0.047
O -1.484 -0.342 -0.283  -0.032
Li -1.189 -0.788 1.484  0.060
H -0.405 1.270 -1.013  0.025

Forces on the atoms, in the same order (eV/Å):
-0.5322 -1.2016 -0.7228
-0.0398 -0.7041 0.0185
2.6012 0.6334 0.1517
0.5665 0.3694 0.4801
-0.5690 1.7990 0.3540
-2.5988 -1.2712 -0.0920
0.6643 0.4512 -0.4928
-0.0922 -0.0761 0.3033

As for the expectation value of S²: 0.768. Its molar mass is 78.9 u. As for the spin multiplicity: 2. The value obtained for the LUMO energy (spin up / spin down) is -1.6305 / -1.8154 eV. The calculation puts the energy relative to the best compared isomer or geometry (same formula, charge and spin) at 0.0 kcal per mole. Its strongest force on any atom is 2.894 eV/Å.